{
  "formula": "C17H42AlFN15O9",
  "method": "wB97M-V/def2-TZVPD",
  "symbols": ["C", "C", "C", "F", "Al", "C", "O", "N", "O", "C", "C", "C", "C", "C", "C", "H", "H", "H", "H", "H", "H", "H", "H", "H", "H", "H", "H", "H", "H", "C", "O", "N", "N", "H", "H", "H", "H", "C", "O", "N", "N", "H", "H", "H", "H", "C", "O", "N", "N", "H", "H", "H", "H", "C", "O", "N", "N", "H", "H", "H", "H", "C", "O", "N", "N", "H", "H", "H", "H", "C", "O", "N", "N", "H", "H", "H", "H", "C", "O", "N", "N", "H", "H", "H", "H"],
  "coordinates": [[-2.554, -2.676, -0.085], [-2.533, -1.559, -1.176], [-3.361, -0.309, -0.785], [-4.474, -0.284, -1.731], [-2.324, 1.432, -1.055], [-3.392, 2.568, -2.356], [-0.662, 1.121, -1.900], [0.364, 1.301, -1.068], [0.477, 0.358, -0.321], [-2.131, 2.537, 0.625], [-1.299, 3.663, 0.534], [-1.123, 4.500, 1.594], [-1.761, 4.251, 2.803], [-2.575, 3.154, 2.919], [-2.778, 2.264, 1.821], [-3.360, -3.377, -0.332], [-2.686, -2.226, 0.903], [-1.617, -3.245, -0.126], [-1.486, -1.307, -1.384], [-2.948, -1.967, -2.107], [-3.827, -0.433, 0.202], [-3.607, 2.051, -3.298], [-2.845, 3.512, -2.493], [-4.325, 2.821, -1.829], [-0.809, 3.889, -0.414], [-0.480, 5.367, 1.436], [-1.607, 4.956, 3.619], [-3.075, 3.025, 3.875], [-3.427, 1.400, 1.921], [-7.994, -2.791, -2.662], [-8.748, -3.643, -3.107], [-6.792, -2.497, -3.227], [-8.294, -2.054, -1.550], [-6.162, -1.798, -2.868], [-6.530, -3.014, -4.045], [-9.171, -2.238, -1.101], [-7.687, -1.351, -1.171], [2.283, -0.534, 3.304], [2.204, -0.590, 4.523], [1.246, -0.180, 2.508], [3.443, -0.831, 2.630], [1.308, -0.135, 1.503], [0.375, 0.046, 2.954], [4.238, -1.097, 3.180], [3.530, -0.792, 1.632], [0.909, -4.930, 2.177], [-0.136, -5.561, 2.233], [1.132, -3.807, 2.920], [1.945, -5.291, 1.366], [1.982, -3.276, 2.888], [0.393, -3.504, 3.527], [1.820, -6.111, 0.803], [2.812, -4.787, 1.304], [3.711, 3.079, -2.462], [3.486, 3.845, -1.543], [2.991, 1.938, -2.670], [4.715, 3.303, -3.369], [3.172, 1.304, -3.424], [2.240, 1.728, -2.028], [5.267, 4.135, -3.249], [4.922, 2.689, -4.133], [8.362, 5.514, -2.973], [7.442, 5.715, -3.745], [9.663, 5.421, -3.388], [8.170, 5.365, -1.629], [10.434, 5.257, -2.770], [9.838, 5.526, -4.370], [7.226, 5.427, -1.291], [8.911, 5.199, -0.976], [5.316, -5.428, -0.731], [4.673, -5.166, 0.270], [6.158, -6.502, -0.799], [5.248, -4.671, -1.865], [6.696, -6.737, -1.611], [6.230, -7.079, 0.018], [4.637, -3.875, -1.848], [5.767, -4.868, -2.698], [-5.614, 0.779, 4.091], [-4.960, 1.756, 3.784], [-6.541, 0.224, 3.251], [-5.477, 0.150, 5.300], [-7.089, -0.582, 3.481], [-6.663, 0.660, 2.356], [-4.804, 0.529, 5.939], [-6.005, -0.658, 5.570]],
  "lowdin_charge": [-0.103, -0.253, -0.271, -0.176, 0.359, -0.171, -0.144, -0.131, -0.049, -0.199, -0.142, -0.124, -0.124, -0.105, -0.099, 0.063, 0.062, 0.060, 0.065, 0.099, 0.075, -0.014, -0.012, -0.005, 0.096, 0.097, 0.092, 0.074, 0.068, -0.696, 0.003, 0.159, 0.144, 0.082, 0.101, 0.094, 0.091, -0.712, -0.001, 0.176, 0.140, 0.054, 0.111, 0.094, 0.091, -0.692, 0.001, 0.163, 0.149, 0.074, 0.103, 0.095, 0.053, -0.689, 0.023, 0.155, 0.143, 0.087, 0.055, 0.077, 0.083, -0.688, 0.022, 0.141, 0.153, 0.088, 0.099, 0.108, 0.091, -0.671, 0.021, 0.149, 0.153, 0.090, 0.104, 0.108, 0.092, -0.663, 0.030, 0.151, 0.146, 0.087, 0.104, 0.102, 0.086],
  "charge": -1,
  "gap_ev": 6.878,
  "total_energy_ha": -2514.0905,
  "e_homo_ev": -5.252,
  "fmax_ev_per_a": 1.891,
  "spin_multiplicity": 1
}